[1]
{
  "formula": "C34H35N4O4RuSi",
  "method": "ωB97M-V/def2-TZVPD",
  "symbols": ["Ru", "N", "C", "C", "C", "N", "H", "H", "H", "H", "H", "H", "H", "H", "H", "H", "O", "C", "O", "C", "C", "C", "C", "C", "C", "N", "C", "C", "C", "C", "C", "C", "N", "H", "H", "H", "H", "H", "H", "H", "H", "H", "H", "O", "Si", "C", "C", "C", "C", "C", "C", "C", "C", "C", "C", "C", "C", "C", "C", "C", "C", "C", "C", "H", "H", "H", "H", "H", "H", "H", "H", "H", "H", "H", "H", "H", "H", "H", "O"],
  "xyz": [[0.151, 1.773, 0.631], [-0.668, 3.468, 1.703], [-1.983, 4.197, 1.494], [-2.642, 4.125, 0.120], [-2.791, 2.701, -0.332], [-1.471, 2.066, -0.552], [-0.682, 3.264, 2.533], [0.031, 4.183, 1.559], [-1.927, 5.227, 1.906], [-2.666, 3.633, 2.144], [-2.146, 4.609, -0.728], [-3.643, 4.591, 0.190], [-3.403, 2.685, -1.219], [-3.290, 2.244, 0.504], [-1.253, 2.643, -1.426], [-1.798, 1.157, -0.943], [7.724, 4.404, 1.688], [6.497, 4.536, 0.989], [6.476, 5.460, 0.190], [5.370, 3.592, 1.149], [4.111, 4.003, 0.577], [2.944, 3.306, 0.749], [2.945, 2.165, 1.585], [4.181, 1.677, 2.073], [5.360, 2.375, 1.871], [1.703, 1.594, 1.950], [1.611, 0.856, 3.060], [0.347, 0.222, 3.246], [0.059, -0.747, 4.211], [-1.169, -1.382, 4.207], [-2.054, -1.081, 3.180], [-1.676, -0.136, 2.233], [-0.516, 0.503, 2.241], [7.555, 3.984, 2.552], [4.076, 4.984, 0.085], [2.062, 3.654, 0.172], [4.128, 0.738, 2.625], [6.284, 1.914, 2.257], [2.361, 0.835, 3.836], [0.771, -1.050, 4.991], [-1.414, -2.125, 4.981], [-3.042, -1.548, 3.122], [-2.369, 0.097, 1.444], [-1.045, -0.489, -0.951], [-1.252, -1.942, -1.486], [-3.060, -2.494, -1.674], [-3.632, -3.336, -0.723], [-4.935, -3.782, -0.921], [-5.705, -3.402, -1.976], [-5.125, -2.529, -2.911], [-3.774, -2.112, -2.803], [-0.081, -3.029, -0.474], [1.007, -2.263, -0.001], [1.952, -2.826, 0.838], [1.868, -4.160, 1.213], [0.784, -4.926, 0.743], [-0.186, -4.362, -0.105], [-0.363, -2.046, -3.198], [0.462, -0.967, -3.457], [1.278, -0.856, -4.577], [1.230, -1.826, -5.579], [0.354, -2.891, -5.371], [-0.381, -3.051, -4.209], [-3.113, -3.592, 0.225], [-5.377, -4.356, -0.109], [-6.756, -3.733, -2.090], [-5.705, -2.236, -3.791], [-3.312, -1.557, -3.615], [1.145, -1.220, -0.353], [2.759, -2.212, 1.224], [2.641, -4.653, 1.818], [0.736, -5.997, 1.000], [-1.007, -4.950, -0.489], [0.405, -0.104, -2.767], [1.953, 0.016, -4.701], [1.774, -1.785, -6.509], [0.257, -3.632, -6.123], [-0.947, -3.959, -4.058], [1.005, 1.861, -0.889]],
  "forces_ev_per_a": [[0.272, -3.059, -0.822], [-1.282, 5.691, -10.791], [-0.395, -0.274, 0.541], [0.193, 0.505, -0.589], [-0.092, 0.580, 2.091], [-3.120, 1.814, -3.787], [0.285, -2.990, 11.499], [0.515, 0.001, 0.162], [0.071, -0.572, -0.413], [-0.044, 0.310, 0.020], [0.392, 0.637, 0.495], [0.454, -0.152, 0.081], [-0.142, -0.438, -0.343], [-0.512, -0.970, 0.079], [0.872, -1.501, 1.286], [1.507, -0.962, 0.052], [-2.102, -0.552, 0.163], [1.987, 1.760, -1.297], [-0.364, -1.466, 1.142], [-1.657, -0.432, 0.414], [1.491, 0.675, 0.492], [0.038, -0.169, -0.153], [-0.114, 0.099, 0.140], [-1.102, 0.195, -0.038], [0.662, 0.279, -0.262], [2.207, 1.351, -1.283], [-1.374, -0.748, 0.923], [1.787, -0.065, -0.276], [-0.312, -0.605, 1.135], [0.477, -0.125, 0.214], [-0.687, 0.178, -0.217], [-0.908, -0.634, 0.294], [-1.279, -0.428, 0.445], [0.142, -0.039, -0.455], [0.195, -0.647, -0.049], [0.539, -0.338, 0.805], [0.436, 0.253, -0.141], [-0.385, 0.467, -0.206], [0.228, -0.040, -0.188], [-0.092, 0.501, -0.526], [0.144, 0.391, -0.491], [0.452, 0.194, -0.096], [0.025, 0.036, -0.378], [-0.744, 1.797, 0.806], [0.768, -0.788, -1.303], [1.631, -0.242, 0.340], [-0.379, 0.278, 0.172], [0.141, -0.569, 2.104], [-0.441, 0.935, -1.376], [0.388, -0.080, -0.654], [-1.699, -0.782, 0.142], [-0.315, 0.620, 0.347], [0.071, 0.068, -0.263], [0.276, 0.142, 0.232], [-0.696, -0.884, -0.223], [0.353, -0.266, -0.117], [0.776, 0.061, 0.582], [-0.506, -0.748, -0.757], [0.054, 1.447, 0.451], [0.772, 0.357, -0.924], [-0.800, 0.008, 0.885], [0.155, 0.034, 0.310], [0.132, 0.879, 1.015], [-0.229, 0.097, -0.883], [-0.017, -0.232, -0.260], [0.833, 0.225, 0.106], [0.190, -0.020, 0.306], [-0.049, 0.099, 0.214], [-0.297, -0.749, 0.395], [0.103, -0.033, -0.133], [-0.391, 0.394, -0.167], [-0.043, 0.583, -0.087], [-0.064, -0.205, 0.095], [0.320, -0.635, -0.240], [-0.591, -0.586, 0.189], [0.252, 0.233, 0.018], [0.014, -0.671, -0.664], [-0.227, -0.032, -0.107], [0.848, 0.554, -0.220]],
  "spin_multiplicity": 6,
  "homo_energy_ev": [-6.62, -7.87],
  "max_force_ev_per_a": 12.3,
  "orbital_gap_ev": [6.4, 5.8],
  "relative_energy_kcal_mol": 0.0
}

=====

[2]
{
  "formula": "C34H35NO5S",
  "method": "ωB97M-V/def2-TZVPD",
  "symbols": ["C", "C", "C", "C", "C", "N", "C", "C", "C", "C", "C", "C", "C", "C", "C", "C", "C", "C", "C", "C", "C", "C", "C", "C", "H", "H", "H", "H", "H", "H", "H", "H", "H", "H", "H", "H", "H", "H", "H", "H", "H", "H", "H", "H", "H", "H", "C", "C", "O", "C", "C", "O", "C", "S", "C", "C", "C", "C", "C", "C", "O", "O", "O", "H", "H", "H", "H", "H", "H", "H", "H", "H", "H", "H", "H", "H"],
  "xyz": [[5.438, -0.111, 0.141], [5.726, 0.897, -0.790], [4.839, 1.965, -0.960], [3.665, 2.042, -0.207], [2.691, 3.166, -0.480], [1.289, 2.856, -0.108], [0.660, 3.701, 0.922], [-0.546, 4.463, 0.415], [-1.687, 4.577, 1.212], [-2.813, 5.245, 0.730], [-2.794, 5.816, -0.555], [-1.629, 5.756, -1.328], [-0.511, 5.070, -0.848], [0.614, 1.860, -0.700], [-0.494, 1.245, -0.141], [-1.166, 0.103, -0.620], [-2.607, 0.042, -0.385], [-3.473, -0.469, -1.369], [-4.853, -0.247, -1.277], [-5.393, 0.367, -0.142], [-4.552, 0.766, 0.905], [-3.168, 0.627, 0.763], [3.426, 1.087, 0.786], [4.296, -0.006, 0.938], [6.107, -0.970, 0.259], [6.641, 0.854, -1.384], [5.032, 2.755, -1.689], [3.004, 4.069, 0.063], [2.706, 3.397, -1.558], [0.407, 3.090, 1.806], [1.448, 4.398, 1.234], [-1.684, 4.118, 2.208], [-3.702, 5.322, 1.357], [-3.687, 6.304, -0.939], [-1.593, 6.239, -2.312], [0.389, 4.981, -1.462], [1.010, 1.501, -1.664], [-0.892, 1.730, 0.748], [-0.791, -0.444, -1.497], [-3.035, -0.955, -2.236], [-5.497, -0.584, -2.089], [-6.466, 0.548, -0.063], [-4.943, 1.184, 1.830], [-2.533, 1.077, 1.533], [2.515, 1.126, 1.385], [4.055, -0.767, 1.683], [-3.087, -2.718, 3.034], [-2.132, -1.562, 2.959], [-1.593, -1.643, 1.607], [-0.294, -1.357, 1.311], [-0.036, -1.923, -0.054], [1.227, -2.053, -0.448], [2.038, -1.027, -1.107], [-0.775, -3.697, -0.094], [0.549, -4.674, -0.803], [0.246, -5.499, -1.883], [1.259, -6.299, -2.429], [2.559, -6.239, -1.920], [2.838, -5.416, -0.819], [1.817, -4.661, -0.239], [-0.814, -4.214, 1.261], [-1.949, -3.723, -0.939], [0.508, -0.735, 2.000], [-3.518, -2.782, 4.034], [-3.898, -2.580, 2.313], [-2.567, -3.647, 2.783], [-2.669, -0.612, 3.022], [-1.313, -1.613, 3.678], [3.024, -1.480, -1.242], [1.579, -0.746, -2.063], [2.083, -0.168, -0.434], [-0.767, -5.482, -2.279], [1.007, -6.971, -3.252], [3.356, -6.846, -2.360], [3.837, -5.371, -0.387], [2.034, -4.049, 0.637]],
  "forces_ev_per_a": [[-0.068, 0.186, 0.088], [-0.166, 0.102, 0.113], [0.014, -0.285, 0.037], [0.206, -0.386, 0.420], [-0.719, -0.072, -0.417], [0.643, 1.393, 0.294], [0.518, -0.432, 0.064], [-0.153, 0.120, -0.183], [0.120, -0.029, -0.202], [0.110, 0.169, -0.390], [0.236, -0.189, 0.462], [-0.064, -0.089, 0.081], [-0.259, -0.062, 0.250], [-0.636, -1.482, 0.186], [1.137, 1.013, 0.029], [0.462, -1.006, -1.919], [-0.728, -0.316, 0.274], [-0.032, 0.523, 0.366], [0.355, -0.198, 0.243], [0.154, -0.038, 0.115], [0.458, -0.295, -0.431], [-0.428, 0.424, -0.124], [0.327, -0.189, -0.163], [0.005, 0.488, 0.064], [-0.230, 0.372, -0.079], [-0.303, -0.034, 0.148], [0.086, -0.305, 0.074], [-0.233, -0.229, -0.213], [0.176, 0.039, 0.227], [-0.044, 0.196, -0.211], [-0.315, -0.107, 0.064], [-0.100, 0.172, -0.373], [0.201, -0.042, -0.246], [0.232, -0.040, 0.084], [-0.054, -0.263, 0.410], [-0.278, 0.062, 0.165], [0.048, 0.075, 0.603], [0.121, -0.264, -0.128], [-0.541, 1.126, -0.063], [-0.156, -0.005, 0.073], [0.094, 0.111, 0.232], [0.263, -0.155, -0.068], [-0.059, 0.035, -0.294], [-0.203, -0.428, -0.250], [0.210, -0.023, -0.116], [0.107, 0.199, -0.264], [-0.250, -0.314, 0.167], [0.424, 0.046, -0.961], [0.606, 0.469, 0.506], [0.375, -0.706, -0.089], [-1.823, 0.245, 2.279], [2.053, 0.461, -1.033], [-1.314, -0.445, 0.708], [0.589, 0.871, 0.323], [-0.256, -0.085, -0.701], [0.423, 0.199, 0.064], [-0.125, 0.029, 0.085], [-0.164, 0.055, 0.104], [-0.443, -0.072, 0.000], [0.548, -0.141, 0.092], [-0.364, 0.192, -0.316], [0.367, -0.209, 0.222], [-0.911, -0.387, -0.468], [-0.031, -0.066, 0.010], [0.091, 0.001, 0.072], [-0.114, 0.171, 0.154], [0.223, -0.025, 0.285], [-0.071, 0.076, -0.027], [-0.321, 0.126, -0.013], [0.161, -0.126, 0.051], [0.081, -0.301, -0.439], [0.220, -0.098, -0.002], [0.200, 0.225, 0.207], [-0.329, 0.218, 0.134], [-0.216, -0.075, -0.166], [-0.145, -0.179, -0.283]],
  "homo_energy_ev": -6.97,
  "max_force_ev_per_a": 2.9,
  "orbital_gap_ev": 6.4
}

=====

[3]
{
  "formula": "C34H36F12N3O2P2SeW",
  "method": "ωB97M-V/def2-TZVPD",
  "symbols": ["W", "C", "C", "C", "C", "C", "N", "C", "C", "C", "C", "C", "C", "C", "C", "O", "C", "F", "F", "F", "C", "F", "F", "F", "C", "C", "C", "O", "C", "F", "F", "F", "C", "F", "F", "F", "H", "H", "H", "H", "H", "H", "H", "H", "H", "H", "H", "H", "C", "P", "C", "C", "C", "P", "C", "C", "H", "H", "H", "H", "H", "H", "H", "H", "H", "H", "H", "H", "H", "H", "H", "H", "C", "N", "C", "Se", "N", "C", "C", "C", "C", "C", "C", "H", "H", "H", "H", "H", "H", "H", "H"],
  "xyz": [[0.337, 0.287, -0.110], [-3.670, -1.232, -4.780], [-3.129, -0.587, -3.551], [-3.113, 0.792, -3.391], [-2.579, 1.352, -2.246], [-2.027, 0.563, -1.235], [-1.405, 1.197, -0.124], [-2.186, 1.878, 0.809], [-3.567, 1.948, 0.765], [-4.309, 2.536, 1.779], [-3.682, 3.073, 2.918], [-4.480, 3.707, 4.013], [-2.323, 3.027, 3.023], [-1.485, 2.394, 2.004], [-0.224, 1.532, 2.532], [0.272, 0.569, 1.720], [-0.045, 1.230, 4.010], [0.999, 0.416, 4.191], [-1.110, 0.618, 4.534], [0.177, 2.321, 4.750], [-0.068, 2.907, 1.957], [0.333, 4.014, 2.571], [0.636, 2.817, 0.742], [2.583, 2.454, 2.626], [-2.074, -0.854, -1.372], [-2.636, -1.390, -2.523], [-1.607, -1.745, -0.207], [-0.380, -1.378, 0.285], [-2.625, -1.560, 0.964], [-3.825, -1.146, 0.546], [-2.813, -2.624, 1.724], [-2.119, -0.591, 1.761], [-1.542, -3.262, -0.535], [-2.757, -3.806, -0.673], [-0.923, -3.904, 0.448], [-0.868, -3.536, -1.653], [-4.038, -0.489, -5.481], [-4.481, -1.910, -4.520], [-2.891, -1.821, -5.261], [-3.532, 1.438, -4.149], [-2.601, 2.424, -2.086], [-4.080, 1.514, -0.081], [-5.382, 2.568, 1.691], [-5.544, 3.549, 3.868], [-4.284, 4.777, 4.049], [-4.186, 3.284, 4.970], [-1.826, 3.475, 3.868], [-2.706, -2.457, -2.662], [3.499, 2.290, 3.645], [2.757, 0.579, 0.463], [3.830, -0.806, -0.113], [3.310, 2.032, -0.590], [2.654, 2.193, -1.970], [0.794, 2.264, -1.931], [0.420, 2.065, -3.719], [0.475, 4.071, -1.787], [4.486, 2.253, 3.189], [3.265, 1.355, 4.151], [3.396, 3.137, 4.323], [4.862, -0.600, 0.168], [3.769, -1.004, -1.186], [3.503, -1.704, 0.417], [4.390, 1.929, -0.722], [3.137, 2.928, 0.013], [2.929, 1.352, -2.617], [3.018, 3.113, -2.441], [1.108, 2.680, -4.298], [-0.598, 2.404, -3.909], [0.516, 1.024, -4.028], [0.822, 4.568, -2.691], [0.988, 4.492, -0.927], [-0.593, 4.251, -1.675], [3.313, -1.145, -5.128], [2.736, -2.439, -4.921], [1.705, -2.687, -4.118], [1.075, -0.857, -2.058], [1.489, -4.002, -4.100], [2.390, -4.644, -4.929], [2.593, -5.972, -5.273], [3.585, -6.236, -6.200], [4.344, -5.217, -6.773], [4.165, -3.893, -6.422], [3.186, -3.620, -5.479], [2.795, -0.471, -4.449], [3.186, -0.823, -6.162], [4.377, -1.167, -4.889], [0.779, -4.442, -3.538], [2.003, -6.768, -4.847], [3.772, -7.254, -6.502], [5.079, -5.470, -7.520], [4.749, -3.108, -6.872]],
  "forces_ev_per_a": [[3.069, 0.158, -5.534], [-0.043, -0.038, -0.062], [0.114, 0.219, 0.160], [-0.007, -0.112, 0.057], [0.258, -0.145, 0.591], [-1.313, -0.418, -1.115], [-3.865, 1.935, 1.605], [3.259, -1.527, -1.123], [-1.824, 0.462, 0.142], [1.142, -0.856, -1.391], [1.085, 0.388, 0.876], [-0.007, 0.083, 0.077], [-0.579, -0.193, -0.256], [-1.029, 0.687, -0.611], [1.762, 0.116, -0.917], [-0.900, 1.266, 4.796], [0.204, -0.755, 0.938], [-0.192, 0.202, -0.304], [-0.309, -0.013, -0.212], [-0.090, 0.383, -0.262], [1.694, -0.884, -0.552], [-0.700, -0.472, -0.084], [-1.200, 0.585, 1.297], [-0.596, 0.489, -0.206], [-0.497, 0.161, 0.061], [0.158, 0.388, 0.324], [-0.826, -0.432, -0.353], [-0.811, -1.336, 0.813], [0.062, 0.364, 0.537], [-0.178, -0.044, -0.077], [0.059, -0.212, 0.061], [-0.672, -0.277, 0.371], [0.208, -0.376, 0.044], [-0.332, 0.203, -0.040], [0.110, 0.006, 0.211], [0.188, 0.267, -0.280], [-0.060, -0.009, -0.114], [-0.101, -0.054, -0.068], [0.019, -0.037, -0.110], [-0.016, -0.012, -0.102], [0.092, 0.059, -0.129], [0.012, 0.010, 0.008], [-0.195, -0.035, 0.002], [-0.084, 0.026, 0.052], [-0.101, 0.080, 0.029], [-0.098, 0.007, 0.115], [0.031, 0.039, 0.160], [0.071, -0.105, 0.085], [0.231, -0.141, 0.266], [1.305, 0.074, 0.222], [-0.456, -0.146, -0.673], [-0.559, -0.065, -0.153], [0.104, 0.069, 0.123], [1.476, -0.454, -0.738], [-0.347, -0.213, 0.258], [-0.189, -0.262, 0.301], [0.082, 0.007, 0.177], [0.168, 0.042, 0.051], [0.140, -0.040, 0.038], [0.039, 0.133, 0.132], [0.119, -0.023, 0.057], [0.082, 0.059, -0.061], [0.003, -0.010, 0.097], [0.068, -0.075, -0.023], [-0.174, 0.132, 0.107], [-0.058, -0.028, -0.097], [0.075, 0.069, 0.086], [0.021, -0.007, -0.073], [-0.024, 0.090, 0.089], [0.016, -0.038, -0.052], [0.035, 0.023, 0.045], [-0.068, 0.071, 0.007], [0.038, 0.238, -0.062], [-0.011, -1.004, -0.167], [-1.657, 1.541, 0.950], [1.053, 0.871, 0.930], [0.463, -0.346, -0.374], [0.643, -0.257, -0.591], [-0.003, 0.238, 0.039], [0.068, -0.032, -0.100], [0.020, -0.151, -0.062], [-0.163, 0.059, 0.208], [0.164, -0.914, -0.217], [0.068, 0.129, -0.094], [0.001, 0.076, -0.002], [0.026, 0.050, 0.003], [0.080, 0.111, -0.082], [-0.094, -0.080, 0.060], [-0.006, -0.126, -0.020], [0.135, -0.037, -0.062], [0.120, 0.124, -0.055]],
  "homo_energy_ev": [-9.33, -9.33],
  "max_force_ev_per_a": 6.3,
  "orbital_gap_ev": [4.7, 4.7],
  "charge": 1
}